Entry 1:
ORCA calculation (ωB97M-V/def2-TZVPD) on a 2-piece molecular cluster, CH3BrCl2OSi overall.

Structure (XYZ):
```
9
Properties=species:S:1:pos:R:3:forces:R:3:nbo_charge:R:1
C -0.029994 0.380402 0.281240 -1.211 1.180 -0.212 -0.2405
O -1.290789 0.203792 0.910462 -1.406 -0.284 1.592 -0.9354
Si -1.601213 0.222818 2.481096 3.603 -0.160 -0.343 1.6910
Cl 0.812336 1.491766 3.426153 -2.335 -1.222 -0.805 -0.6144
Cl -3.026271 1.430315 2.933330 -1.343 0.966 0.655 -0.2893
Br -1.543918 -1.752695 3.367610 -0.097 0.297 0.125 -0.2147
H -0.192272 1.341005 -0.209748 0.917 -0.052 -0.264 0.1919
H 0.002545 -0.410443 -0.424736 0.820 -0.647 -0.621 0.1902
H 0.694430 0.429312 1.064748 1.051 -0.078 -0.127 0.2213
```
Positions in Å, forces in eV/Å.

Calculated values
Spin multiplicity = 1
Total energy = -106100.9221 eV
ΔE to the lowest compared entry with this formula, charge and spin = 1.971 eV
E_LUMO = -0.92 eV
HOMO energy = -9.93 eV

Entry 2:
ORCA calculation (ωB97M-V/def2-TZVPD) on C20H15F3N4O3S in the gas phase.

Structure (XYZ):
```
46
Properties=species:S:1:pos:R:3:forces:R:3:nbo_charge:R:1
C -5.315042 -4.450394 -0.913475 0.030 0.009 -0.018 -0.6274
C -4.840081 -3.260562 -0.137486 -0.009 0.128 0.070 0.0010
C -5.509161 -2.051966 -0.208576 0.014 0.204 0.074 -0.2175
C -5.057943 -0.940118 0.496428 0.026 -0.277 0.032 0.2996
C -3.928946 -1.043859 1.294764 -0.161 0.298 0.076 -0.3256
C -3.255236 -2.253872 1.363005 -0.005 -0.106 -0.022 -0.1592
C -3.699462 -3.350956 0.655461 0.045 0.016 0.045 -0.2404
H -3.160025 -4.284242 0.712093 0.065 -0.113 0.006 0.2113
H -2.370746 -2.330215 1.977991 0.070 0.001 0.041 0.2134
H -3.560044 -0.207380 1.869614 0.015 0.078 0.040 0.2076
O -5.813124 0.201825 0.340677 0.101 -0.217 -0.121 -0.4755
C -5.301694 1.405769 0.827240 -0.134 0.270 0.367 -0.1165
C -3.970144 1.735434 0.244397 0.190 -0.205 -0.751 0.4303
N -3.464955 1.321055 -0.864112 -1.612 -0.443 0.302 -0.2576
N -2.225605 1.839414 -0.963904 1.065 0.839 0.397 -0.3787
C -2.036166 2.560812 0.102658 -0.060 -0.355 -0.665 0.2950
S -0.634384 3.469391 0.520271 0.355 0.266 0.130 0.3251
C 0.379672 3.116638 -0.970959 -0.480 0.018 0.260 -0.5544
C 1.062712 1.791654 -0.864591 0.392 -0.071 0.043 0.4439
N 2.294000 1.768995 -0.499529 -0.108 0.821 -0.021 -0.5092
C 2.913779 0.552208 -0.389515 -0.157 -0.764 -0.075 0.2473
C 4.259358 0.516592 -0.005460 0.092 -0.288 0.014 -0.1985
C 4.894546 -0.700551 0.114281 0.009 0.187 0.021 -0.1230
C 4.226214 -1.902530 -0.140674 -0.115 0.059 -0.029 -0.2024
C 2.903221 -1.874270 -0.517138 0.058 -0.012 0.004 -0.1374
C 2.237991 -0.654836 -0.645963 0.310 0.239 0.115 -0.2048
C 0.826437 -0.614113 -1.046215 0.078 0.236 0.050 0.6553
O 0.123540 -1.570267 -1.271078 -0.101 -0.250 -0.058 -0.5798
N 0.330800 0.682935 -1.151571 -0.119 -0.218 -0.144 -0.6159
H -0.654744 0.793359 -1.409324 0.199 0.004 0.074 0.4582
H 2.355343 -2.781301 -0.721150 -0.043 -0.085 -0.015 0.2408
H 4.753717 -2.838099 -0.037923 0.024 -0.097 0.006 0.2319
C 6.342996 -0.773701 0.514431 0.334 -0.044 0.062 0.9718
F 7.113232 -1.261062 -0.476438 -0.095 -0.067 -0.193 -0.3236
F 6.535829 -1.588609 1.567075 -0.183 -0.119 0.097 -0.3234
F 6.864674 0.411738 0.850963 -0.141 0.250 -0.003 -0.3194
H 4.769873 1.445650 0.190310 0.045 0.073 0.022 0.2422
H -0.286789 3.166279 -1.829964 0.073 0.089 -0.052 0.2588
H 1.127175 3.906878 -0.996829 -0.051 -0.093 -0.013 0.2696
O -3.105484 2.543435 0.921152 0.121 0.053 0.090 -0.4110
H -6.029828 2.171110 0.533961 0.134 -0.110 0.137 0.2276
H -5.214983 1.413158 1.924615 -0.033 -0.002 -0.151 0.1992
H -6.391908 -1.939993 -0.818286 -0.126 -0.010 -0.107 0.2136
H -4.605690 -4.682808 -1.707005 -0.002 -0.065 -0.078 0.2244
H -5.388642 -5.323312 -0.267227 -0.037 -0.080 -0.006 0.2190
H -6.286127 -4.261329 -1.362626 -0.071 -0.046 -0.053 0.2142
```
Positions in Å, forces in eV/Å.

Calculated values
Spin multiplicity = 1
Structure (SMILES) = Cc1cccc(OCc2nnc(SCc3nc4cc(C(F)(F)F)ccc4c(=O)[nH]3)o2)c1
Total energy = -52074.9658 eV
E_LUMO = 0.10 eV
HOMO energy = -8.68 eV

Entry 3:
ORCA calculation (ωB97M-V/def2-TZVPD) on C23H15Cl3F13IrN4Si as an isolated structure.

Structure (XYZ):
```
60
Properties=species:S:1:pos:R:3:forces:R:3:nbo_charge:R:1
Ir -0.302466 0.742743 -0.226056 -0.336 0.133 0.070 0.9882
C -2.454243 2.030394 1.978887 -0.075 0.085 -0.032 -0.4348
N -1.460930 0.958645 1.900085 0.210 -0.075 -0.272 -0.4370
C -2.087815 -0.362549 1.993148 -0.181 -0.189 -0.106 -0.2286
C -2.922000 -0.685300 0.769522 -0.014 0.064 -0.037 -0.2364
N -2.114800 -0.515128 -0.424240 0.649 0.240 0.283 -0.7191
C -2.647896 -0.814812 -1.633552 -0.218 -0.049 -0.533 0.1362
C -3.949105 -1.313374 -1.889218 0.215 0.125 0.070 0.2474
F -4.805344 -1.550569 -0.873660 -0.096 -0.018 -0.057 -0.3153
C -4.425776 -1.580285 -3.158526 0.074 0.005 -0.048 0.2929
F -5.668817 -2.040487 -3.299674 -0.079 -0.021 -0.013 -0.2892
C -3.643999 -1.380373 -4.281218 -0.024 0.009 0.093 0.2309
F -4.120124 -1.632171 -5.503662 0.025 -0.006 -0.017 -0.2880
C -2.355854 -0.916317 -4.091581 -0.034 -0.027 -0.029 0.2941
F -1.549953 -0.724004 -5.135765 0.002 -0.002 -0.042 -0.2867
C -1.892001 -0.660419 -2.821591 -0.079 -0.012 0.325 0.2477
F -0.601503 -0.239510 -2.723301 -0.020 0.041 0.056 -0.3182
C -0.418138 1.130496 2.915034 0.154 0.112 -0.106 -0.2125
C 0.672255 2.075226 2.441737 -0.093 -0.186 0.349 -0.2761
N 1.251986 1.554525 1.217726 -0.660 0.028 -0.553 -0.4581
C 2.341999 2.151803 0.686032 0.678 0.253 -0.177 0.0073
C 2.997539 3.302993 1.193841 -0.115 -0.153 -0.081 0.3326
F 2.548033 3.901359 2.295927 0.075 0.190 0.111 -0.2922
C 4.096527 3.868340 0.585778 0.026 0.023 -0.007 0.2675
F 4.656945 4.948353 1.118230 0.040 0.101 0.042 -0.2775
C 4.630731 3.326399 -0.572637 -0.273 -0.178 0.105 0.3132
F 5.680665 3.875066 -1.150146 0.193 0.105 -0.087 -0.2666
C 4.035319 2.196709 -1.113781 0.064 0.164 0.109 0.2599
F 4.521782 1.655356 -2.221246 0.044 -0.036 -0.112 -0.2740
C 2.935285 1.648115 -0.505637 -0.367 -0.103 0.234 0.3936
F 2.401743 0.574739 -1.092532 -0.109 -0.199 0.003 -0.2997
H -3.003817 1.974717 2.927702 0.010 -0.034 -0.011 0.1834
H -3.160731 1.953561 1.155080 0.054 0.005 -0.026 0.2261
H -1.964454 2.996634 1.907521 0.020 0.023 -0.010 0.2298
H -2.715458 -0.432260 2.891620 0.044 0.001 0.040 0.1922
H -1.291215 -1.104476 2.058601 0.023 0.028 0.080 0.2065
H -3.820658 -0.058693 0.741733 -0.010 -0.058 0.072 0.1889
H -3.254748 -1.721096 0.878345 -0.072 0.020 0.045 0.2073
H 0.032743 0.157720 3.113071 -0.064 -0.032 0.044 0.1998
H -0.848374 1.507923 3.849646 0.001 -0.059 0.037 0.2014
H 1.417218 2.169053 3.235911 -0.030 -0.012 -0.023 0.2164
H 0.258659 3.072357 2.262959 0.043 0.005 -0.044 0.2364
Cl 0.822573 3.553583 -2.575841 0.135 -0.067 -0.076 -0.4158
Si -0.654090 2.905740 -1.250173 -0.020 -0.217 0.211 0.8269
Cl -0.721237 4.539352 0.077137 0.047 0.014 0.093 -0.4380
Cl -2.417278 3.134835 -2.334811 0.021 -0.145 0.063 -0.4003
F 2.033794 -6.323324 0.176177 0.118 0.079 0.035 -0.3154
C 2.854217 -5.282721 0.407696 0.035 -0.102 0.016 0.9692
F 3.814057 -5.314413 -0.532665 -0.064 -0.015 0.076 -0.3137
F 3.443534 -5.482926 1.597120 -0.046 -0.017 -0.132 -0.3166
C 2.096616 -3.983051 0.366087 -0.056 0.102 0.016 -0.0867
C 2.189348 -3.063535 1.396933 -0.014 -0.052 -0.033 -0.2238
C 1.463277 -1.888787 1.286486 0.097 -0.006 0.003 0.0541
N 0.676551 -1.611003 0.251301 0.183 0.169 -0.019 -0.4787
C 0.601112 -2.500415 -0.736370 -0.115 -0.141 -0.107 0.0585
C 1.295409 -3.698406 -0.728359 0.044 0.011 0.085 -0.2114
H 2.809059 -3.251083 2.261712 -0.014 0.002 0.001 0.2426
H 1.529142 -1.133638 2.061045 -0.012 0.028 -0.026 0.1981
H -0.045269 -2.252054 -1.568096 -0.008 0.044 0.044 0.2186
H 1.209976 -4.389556 -1.555492 -0.025 0.005 0.003 0.2425
```
Positions in Å, forces in eV/Å.

Calculated values
Spin multiplicity = 5
Total energy = -113665.6178 eV
ΔE to the lowest compared entry with this formula, charge and spin = 0.223 eV
E_LUMO (spin up / spin down) = -0.44 / -2.80 eV
HOMO energy (spin up / spin down) = -6.87 / -7.29 eV

Entry 4:
ORCA calculation (ωB97M-V/def2-TZVPD) on a 2-piece molecular cluster, C2H3NO2 overall.

Structure (XYZ):
```
8
Properties=species:S:1:pos:R:3:forces:R:3:nbo_charge:R:1
O 1.924013 -0.077183 -0.011983 -0.419 0.522 0.208 -0.4711
C 0.995231 0.660664 0.181590 1.148 -0.763 0.754 0.3773
C -0.419494 0.121201 0.379075 -1.564 0.306 -4.598 0.4599
N -0.815402 -0.897738 -0.348656 1.595 -0.875 1.430 -0.7385
H 1.068668 1.761618 0.057237 -0.244 -0.354 0.221 0.1630
O -1.353042 1.014036 0.228369 -1.758 0.149 0.182 -0.6719
H -0.078656 -1.583304 -0.497976 -0.278 -0.415 -0.231 0.3787
H -1.933724 0.079991 -0.525943 1.520 1.430 2.034 0.5026
```
Positions in Å, forces in eV/Å.

Calculated values
Spin multiplicity = 1
Total energy = -7704.3825 eV
ΔE to the lowest compared entry with this formula, charge and spin = 3.460 eV
E_LUMO = -0.66 eV
HOMO energy = -10.33 eV

Entry 5:
ORCA calculation (ωB97M-V/def2-TZVPD) on C20H18F2N2O4 in the gas phase.

Structure (XYZ):
```
46
Properties=species:S:1:pos:R:3:forces:R:3:nbo_charge:R:1
C -1.669879 -0.369339 -1.888091 0.190 0.383 -0.243 -0.4318
N -1.937686 -1.496228 -1.028547 -0.182 -0.114 0.040 -0.4024
C -1.148228 -1.983527 -0.051853 -0.422 0.030 -0.285 0.6450
O -1.507910 -2.908746 0.664234 0.205 -0.041 0.194 -0.6292
C 0.216058 -1.426756 0.157171 0.983 0.216 0.393 0.0469
N 0.701259 -0.283827 -0.265041 -0.869 0.050 -0.352 -0.1133
O 1.962496 -0.178032 0.200184 0.510 -0.114 0.341 -0.2605
C 2.269248 -1.271584 0.917045 -0.612 -0.856 0.036 0.2834
C 1.193533 -2.110071 0.930028 0.506 0.516 -0.064 -0.3078
H 1.080623 -3.061702 1.401525 0.008 -0.230 0.114 0.2546
C 3.626103 -1.386315 1.537067 -0.270 0.103 0.334 -0.1103
O 4.663003 -0.996732 0.661442 0.205 0.123 -0.113 -0.4652
C 4.779858 0.295210 0.256164 0.190 0.246 -0.188 0.1629
C 4.281190 1.445976 0.867085 0.157 0.093 -0.051 0.3514
C 4.500566 2.710863 0.350979 -0.055 -0.114 0.071 -0.2792
C 5.249042 2.870966 -0.798055 -0.025 -0.111 0.058 -0.1974
C 5.776943 1.758290 -1.430715 -0.014 -0.162 0.010 -0.2848
C 5.535298 0.506899 -0.905907 -0.076 0.008 0.104 0.3774
F 6.042336 -0.572249 -1.529155 -0.094 0.095 0.128 -0.3093
H 6.366262 1.843309 -2.329147 0.067 -0.036 -0.094 0.2335
H 5.422082 3.856093 -1.198801 0.020 0.101 -0.036 0.2221
H 4.077489 3.554621 0.871781 -0.062 0.064 0.080 0.2338
F 3.557384 1.362572 2.008106 0.086 -0.137 -0.112 -0.3270
H 3.656379 -0.824300 2.479083 0.056 -0.126 -0.207 0.2142
H 3.825253 -2.438844 1.753173 -0.126 0.173 -0.020 0.2205
C -3.238977 -2.114283 -1.185777 -0.361 -0.042 0.405 -0.2373
H -3.154243 -3.161308 -0.885117 -0.086 0.134 -0.119 0.2422
C -4.304725 -1.450076 -0.311088 0.133 -0.459 0.010 -0.0763
O -4.624971 -0.195152 -0.874744 -0.062 0.212 -0.087 -0.5302
C -5.553957 0.588388 -0.254736 -0.073 0.167 -0.019 0.3887
C -6.217030 0.258486 0.920938 0.230 -0.276 -0.085 -0.3311
C -7.143425 1.138876 1.456666 -0.084 0.134 -0.005 -0.1850
C -7.418843 2.342516 0.836209 -0.119 0.027 0.143 -0.2458
C -6.757170 2.671145 -0.336917 0.045 -0.027 -0.035 -0.1883
C -5.832146 1.804497 -0.879931 0.112 -0.156 -0.024 -0.2848
H -5.309436 2.044855 -1.792691 0.062 0.023 -0.107 0.2199
H -6.964103 3.608619 -0.831293 -0.007 0.074 -0.049 0.2140
H -8.142715 3.020795 1.261298 -0.061 0.054 0.039 0.2132
H -7.652479 0.872892 2.371410 -0.037 -0.023 0.069 0.2134
H -6.021850 -0.673797 1.426941 0.042 -0.087 0.019 0.2204
H -5.196487 -2.090312 -0.279074 0.052 0.072 0.030 0.1808
H -3.912247 -1.333119 0.706734 -0.079 -0.026 -0.075 0.1901
H -3.534932 -2.045213 -2.233935 0.026 -0.027 0.016 0.2088
H -1.612200 -0.705774 -2.926958 0.010 0.041 -0.009 0.1899
H -2.486183 0.348181 -1.797582 0.096 0.003 -0.044 0.2169
H -0.735663 0.104764 -1.604190 -0.213 0.021 -0.210 0.2529
```
Positions in Å, forces in eV/Å.

Calculated values
Spin multiplicity = 1
Structure (SMILES) = CN(CCOc1ccccc1)C(=O)c1cc(COc2c(F)cccc2F)on1
Total energy = -37635.0463 eV
ΔE to the lowest compared entry with this formula, charge and spin = 0.051 eV
E_LUMO = 0.76 eV
HOMO energy = -8.63 eV

Entry 6:
ORCA calculation (ωB97M-V/def2-TZVPD) on a 2-piece molecular cluster, C7H11N3O3 overall.

Structure (XYZ):
```
24
Properties=species:S:1:pos:R:3:forces:R:3:nbo_charge:R:1
C 1.223806 0.308748 -0.918924 2.219 -2.333 -4.355 -0.6812
C 2.334525 1.317497 -1.033726 -1.843 -2.470 3.102 0.6441
C 2.843679 3.510094 -1.604396 1.452 1.997 1.089 -0.4579
C -1.022242 -0.824613 0.962573 -0.074 3.304 2.359 0.6657
C -1.138122 -2.004556 0.203989 -2.038 -1.736 -3.657 -0.4068
C -2.228159 -2.877042 0.356796 -0.892 1.237 0.217 0.1053
C -2.848228 -1.916664 2.531807 1.564 0.740 -1.010 0.7812
H 0.502292 0.644210 -1.767189 0.094 -1.061 2.026 0.1613
H 0.882040 0.233626 0.149551 1.630 0.304 -2.424 0.3075
H 1.639854 -0.770142 -1.312703 -0.882 2.374 1.074 0.1957
H 1.304999 2.073345 -2.647337 2.343 1.494 2.427 0.4134
H 3.170799 3.225713 -0.505990 0.165 1.089 -2.260 0.2618
H 3.766595 3.665054 -2.313415 -1.666 -0.717 1.315 0.1926
H 2.379819 4.581637 -1.513528 0.078 -2.279 -0.456 0.2030
H -1.741076 -0.504367 3.215603 1.048 -0.277 -3.129 0.4482
H -0.749856 -1.872424 -0.865284 -0.278 -0.684 1.764 0.2576
H -2.669227 -3.511777 -0.531608 1.305 1.113 2.196 0.2466
H -3.982450 -3.391439 1.627789 2.575 1.559 -0.384 0.4433
N 2.003352 2.348191 -1.827856 -0.477 0.491 -2.538 -0.6361
N -1.713280 -1.045921 2.254197 -1.672 0.519 3.122 -0.6923
N -3.079802 -2.783746 1.521324 -0.815 -2.763 -3.003 -0.6190
O 3.148745 1.231428 -0.107652 0.793 1.290 -1.427 -0.6462
O -0.482156 0.267365 0.609504 -5.249 -3.821 3.745 -0.5836
O -3.545906 -1.904217 3.516473 0.620 0.629 0.206 -0.6042
```
Positions in Å, forces in eV/Å.

Calculated values
Spin multiplicity = 1
Structure (SMILES) = O=c1cc[nH]c(=O)[nH]1.CNC(C)=O
Total energy = -18046.6316 eV
ΔE to the lowest compared entry with this formula, charge and spin = 4.288 eV
E_LUMO = -0.50 eV
HOMO energy = -8.81 eV